Entry one
# C5H15NOS

A cluster of 2 separate species, C5H15NOS in total (ωB97M-V/def2-TZVPD, the Open Molecules 2025 dataset).

Output
Kohn-Sham gap = 9.454 eV
LUMO energy = 0.84 eV
SMILES string = CSCC[C@@H](C)N.O
E_HOMO = -0.316 Eh

Each line ends with the natural charge from an NBO analysis.
Positions of all 23 atoms, in Å:
C  -2.191  1.900  -0.710  -0.78
S  -1.601  2.051  0.936  0.17
C  -1.489  0.225  1.464  -0.46
C  -0.115  -0.324  1.622  -0.45
C  0.651  -0.326  0.359  -0.02
C  2.071  -0.908  0.525  -0.65
N  -0.070  -1.147  -0.854  -0.88
H  -2.487  2.830  -1.132  0.24
H  -1.369  1.604  -1.317  0.21
H  -2.901  1.130  -1.029  0.22
H  -1.916  -0.364  0.649  0.20
H  -2.031  0.153  2.406  0.23
H  0.414  0.244  2.337  0.22
H  -0.195  -1.363  1.907  0.21
H  0.856  0.668  -0.115  0.19
H  2.609  -0.132  1.054  0.21
H  2.029  -1.743  1.266  0.20
H  2.540  -1.108  -0.521  0.25
H  -0.991  -1.377  -0.615  0.35
H  0.399  -2.009  -0.941  0.36
O  2.180  -0.260  -2.672  -0.94
H  2.271  0.674  -2.365  0.46
H  1.337  -0.419  -2.255  0.48


Entry two
# C5H15NOS

A cluster of 2 separate species, C5H15NOS in total (ωB97M-V/def2-TZVPD, the Open Molecules 2025 dataset).

Output
Kohn-Sham gap = 9.488 eV
LUMO energy = 0.73 eV
SMILES string = CN(C)CCCS.O
E_HOMO = -0.322 Eh

Each line ends with the natural charge from an NBO analysis.
Positions of all 23 atoms, in Å:
C  -1.297  1.412  1.273  -0.41
N  -0.410  0.473  0.619  -0.47
C  -0.279  -0.764  1.401  -0.43
C  0.872  1.129  0.313  -0.21
C  1.976  0.240  -0.225  -0.44
C  1.553  -0.773  -1.283  -0.48
S  0.442  0.013  -2.562  -0.09
H  -2.310  1.451  0.876  0.20
H  -0.985  2.454  1.176  0.20
H  -1.362  1.246  2.352  0.18
H  -0.577  -1.622  0.777  0.19
H  -1.040  -0.820  2.178  0.21
H  0.693  -0.968  1.833  0.19
H  1.243  1.647  1.205  0.17
H  0.627  1.943  -0.371  0.21
H  2.257  -0.400  0.609  0.20
H  2.815  0.884  -0.444  0.23
H  0.958  -1.560  -0.847  0.21
H  2.310  -1.167  -1.955  0.23
H  -0.708  0.123  -1.907  0.11
O  -2.612  -1.837  -1.786  -0.92
H  -2.409  -0.897  -1.718  0.46
H  -1.758  -2.206  -1.513  0.46


On energetic grounds, entry one is preferred over the next structure by 0.0040 hartree.